Formula: C42H39AsN3O3PS4SbTi
Source: OMol25
Level of theory: ωB97M-V/def2-TZVPD

Results
Calculated total energy: -197926.8814 eV
Net charge: -2
HOMO-LUMO gap (spin up / spin down): 5.498 / 6.385 eV
2S+1: 2

Cartesian coordinates (Å):
Ti1 -1.7638 -0.2140 0.0461
C1 2.3439 5.2524 -3.8723
C2 1.3797 5.2905 -2.8709
C3 0.7982 4.1196 -2.4163
C4 1.1544 2.8810 -2.9592
C5 2.1208 2.8552 -3.9623
C6 2.7116 4.0305 -4.4131
P1 0.4115 1.3852 -2.1908
C7 0.8568 0.0878 -3.4091
C8 2.0605 -0.5860 -3.2060
C9 2.4589 -1.6049 -4.0586
C10 1.6450 -1.9815 -5.1166
C11 0.4318 -1.3360 -5.3117
C12 0.0396 -0.3096 -4.4644
C13 -1.3670 1.6857 -2.5226
C14 -1.7409 2.4197 -3.6561
C15 -3.0741 2.6278 -3.9599
C16 -4.0405 2.0939 -3.1177
C17 -3.6629 1.3766 -1.9926
C18 -2.3211 1.1505 -1.6398
H1 2.8017 6.1685 -4.2259
H2 1.0806 6.2381 -2.4388
H3 0.0462 4.1603 -1.6351
H4 2.4103 1.9092 -4.4034
H5 3.4592 3.9857 -5.1970
H6 2.6726 -0.3340 -2.3485
H7 3.3899 -2.1264 -3.8721
H8 1.9424 -2.7915 -5.7724
H9 -0.2214 -1.6421 -6.1208
H10 -0.9198 0.1706 -4.6070
H11 -0.9804 2.8296 -4.3125
H12 -3.3520 3.1975 -4.8399
H13 -5.0943 2.2447 -3.3289
H14 -4.4464 1.0054 -1.3411
S1 -4.7657 0.9931 4.6447
Sb1 -4.5237 -0.6440 3.0475
S2 -3.8500 0.5947 1.1037
S3 -1.6800 -2.0680 1.7690
S4 -6.2511 -1.9997 2.3795
N1 -3.5251 -1.8156 -0.7417
C19 -3.1458 -2.8160 -1.7450
C20 -1.8352 -3.5258 -1.4211
C21 -0.6694 -2.5543 -1.2447
O1 0.4520 -2.9399 -0.9492
O2 -1.0208 -1.3233 -1.4376
H15 -3.9256 -2.2334 0.0952
H16 -4.2432 -1.1989 -1.1043
H17 -3.0261 -2.2861 -2.6923
H18 -3.9338 -3.5674 -1.8850
H19 -1.5845 -4.2233 -2.2254
H20 -1.9082 -4.1114 -0.5014
N2 -2.1692 2.9958 2.1417
C22 -1.6721 3.9976 2.8861
C23 -0.4198 4.2795 2.3828
C24 -0.2478 3.3496 1.3397
N3 -1.3191 2.5833 1.2048
H21 -3.0362 2.4638 2.2407
H22 -2.2323 4.4120 3.7070
H23 0.2750 5.0215 2.7380
H24 0.6049 3.1866 0.6983
O3 -0.2076 0.0073 0.8499
As1 0.4069 -1.4096 2.0407
C25 0.4831 -0.1742 3.5264
C26 -0.6679 0.5114 3.8879
C27 -0.6492 1.3792 4.9695
C28 0.5288 1.5770 5.6768
C29 1.6863 0.9050 5.3056
C30 1.6636 0.0247 4.2316
C31 0.8180 -3.1150 3.0160
C32 0.7266 -3.2403 4.3958
C33 0.8263 -4.4884 5.0041
C34 1.0126 -5.6262 4.2369
C35 1.0843 -5.5136 2.8523
C36 0.9776 -4.2712 2.2486
C37 2.1823 -1.2067 1.1746
C38 3.1884 -2.1493 1.3545
C39 4.4706 -1.9267 0.8660
C40 4.7710 -0.7449 0.2082
C41 3.7758 0.2083 0.0415
C42 2.4914 -0.0219 0.5117
H25 -1.5867 0.3621 3.3325
H26 -1.5671 1.8808 5.2505
H27 0.5456 2.2572 6.5205
H28 2.6086 1.0620 5.8530
H29 2.5662 -0.5053 3.9446
H30 0.5638 -2.3642 5.0126
H31 0.7441 -4.5652 6.0823
H32 1.0840 -6.5985 4.7106
H33 1.2054 -6.3996 2.2395
H34 0.9909 -4.1933 1.1641
H35 2.9892 -3.0706 1.8817
H36 5.2325 -2.6846 1.0067
H37 5.7707 -0.5669 -0.1714
H38 3.9908 1.1396 -0.4711
H39 1.7150 0.7111 0.3512